Record 1
50
Properties=species:S:1:pos:R:3 method="wB97M-V/def2-TZVPD" multiplicity=2 relative_energy_kcal_mol=0.0 energy_ha=-4981.4020 fmax_ev_per_a=0.1 homo_lumo_gap_ev="7.2 / 6.6"
V -0.0875 -0.2626 -0.1803
C 0.8258 0.7478 -2.7655
C -0.6137 1.2311 -2.6580
N -1.4590 0.4377 -1.7308
C -2.6047 1.2853 -1.3104
C -3.3932 0.7588 -0.1251
C -1.9653 -0.8044 -2.3605
C -0.9326 -1.9218 -2.4826
N -0.1285 -1.9454 -1.2684
C 0.7177 -2.9834 -1.0032
C 1.6463 -2.8129 0.0402
F 1.6711 -1.5921 0.6574
C 2.5410 -3.7730 0.4428
F 3.3807 -3.4965 1.4481
C 2.5876 -5.0046 -0.1816
C 1.7011 -5.2041 -1.2199
F 1.6993 -6.3787 -1.8646
C 0.7943 -4.2420 -1.6254
F -0.0337 -4.5573 -2.6436
H 1.4004 1.4761 -3.3382
H 0.9298 -0.2168 -3.2530
H 1.3185 0.6973 -1.7845
H -1.0843 1.2723 -3.6483
H -0.5925 2.2470 -2.2653
H -3.2654 1.4407 -2.1738
H -2.1931 2.2572 -1.0391
H -3.8444 -0.2166 -0.3056
H -4.2030 1.4557 0.0936
H -2.7606 0.6864 0.7588
H -2.3974 -0.5747 -3.3432
H -2.7683 -1.1699 -1.7235
H -0.3156 -1.7965 -3.3798
H -1.4952 -2.8443 -2.6343
H 3.2844 -5.7698 0.1236
Br -0.9183 0.1119 5.5790
C -1.1420 -0.9122 4.0158
C -1.7017 -2.1756 4.0636
C -1.8337 -2.8686 2.8705
C -1.4143 -2.2793 1.6943
N -0.8710 -1.0533 1.6522
C -0.7335 -0.3841 2.8032
H -2.0224 -2.6024 5.0035
H -2.2607 -3.8613 2.8484
H -1.5052 -2.7852 0.7423
H -0.2861 0.5985 2.7467
N 1.0688 4.9150 3.3451
C 0.7864 4.4314 2.3346
N 0.4486 3.9605 1.1403
C 0.4116 2.7247 0.8820
N 0.3191 1.6023 0.5415



Record 2
46
Properties=species:S:1:pos:R:3 method="wB97M-V/def2-TZVPD" multiplicity=3 energy_ha=-3744.2476 total_charge=+4 fmax_ev_per_a=10.9 homo_lumo_gap_ev="7.1 / 5.9"
N -0.3509 1.9928 -0.2938
C -0.1025 3.1332 -0.3559
C 0.0807 4.5460 -0.2157
H -0.8981 5.0439 -0.2687
H 0.7083 4.9224 -1.0348
H 0.5647 4.7709 0.7468
N 2.0375 -1.2400 -1.3490
C 2.9856 -1.9043 -1.2573
C 4.1490 -2.7026 -0.9892
H 4.9768 -2.3637 -1.6266
H 3.9314 -3.7532 -1.2264
H 4.4391 -2.6085 0.0694
N -1.8849 -0.4693 -0.2865
C -2.8568 -1.1207 -0.3096
C -4.0781 -1.8425 -0.1235
H -3.9505 -2.6241 0.6427
H -4.3729 -2.3181 -1.0701
H -4.8733 -1.1456 0.1813
W 0.1446 -0.1061 -1.5173
C 0.1354 -1.6031 0.6217
O -0.1490 -2.1228 1.6092
C 1.4381 0.5331 0.6352
O 1.9684 1.0396 1.5246
C 0.5742 1.3009 -3.0411
C -0.8051 1.3330 -2.7789
C -1.5582 0.1656 -2.7743
C -0.9651 -1.0812 -3.0191
C 0.3852 -1.1087 -3.3736
C 1.1464 0.0725 -3.3887
H 1.1790 2.1976 -2.9878
H -1.2961 2.2839 -2.6460
H -2.6283 0.2276 -2.6417
H -1.5362 -2.0008 -2.9509
H 0.8396 -2.0624 -3.6185
H 2.1946 0.0511 -3.6580
Br -4.4192 -0.6413 4.2090
C -2.9483 0.4425 3.6583
C -2.7040 1.6958 4.2299
C -1.6444 2.4589 3.7297
C -0.8559 1.9108 2.6993
N -1.0919 0.7155 2.1904
C -2.1066 -0.0164 2.6196
H -3.3503 2.0454 5.0289
H -1.4019 3.4464 4.1053
H -0.0197 2.4772 2.2992
H -2.2954 -0.9811 2.1650